Formula: C15H22Cl6N4O4
Source: the Open Molecules 2025 dataset
Level of theory: the ωB97M-V functional and the def2-TZVPD basis

```
51
Properties=species:S:1:pos:R:3:mulliken_charge:R:1
N -3.6818 1.4251 0.0269 -0.47
C -2.7396 2.3590 -0.1359 -0.30
C -2.4312 3.2874 0.8441 -0.11
C -3.0839 3.1775 2.0797 -0.47
C -4.0500 2.2190 2.2565 -0.29
C -4.2959 1.3258 1.2143 -0.47
H -2.3022 2.4798 -1.1179 0.51
H -1.6390 3.9959 0.6513 0.33
H -2.9000 3.9418 2.8232 0.39
H -4.6847 2.2380 3.1318 0.43
H -5.1114 0.6152 1.2444 0.40
N 0.3025 -1.5342 3.4922 -0.52
C -0.1731 -0.4470 2.8874 -0.59
C -1.3422 -0.4752 2.1085 0.18
C -2.0693 -1.6730 2.0151 -0.40
C -1.6065 -2.8044 2.6885 -0.57
C -0.3994 -2.6555 3.3625 -0.24
H 0.3661 0.4890 2.9442 0.51
H -1.7238 0.3779 1.5665 0.41
H -2.9772 -1.6922 1.4267 0.44
H -2.0503 -3.7885 2.6600 0.41
H 0.0601 -3.5019 3.8607 0.40
C 3.6610 1.5221 2.8241 -0.81
N 2.5907 1.5210 1.7952 0.83
O 2.6368 0.6892 0.8923 -0.41
O 1.7554 2.3829 1.8592 -0.49
H 3.5486 2.4523 3.3749 0.36
H 4.6364 1.4963 2.3455 0.27
H 3.5250 0.6788 3.4981 0.29
C -0.0879 -2.4346 -5.7587 -0.71
N 0.0873 -2.0176 -7.1537 0.88
O -0.6023 -2.5751 -7.9894 -0.53
O 0.8759 -1.1095 -7.3732 -0.52
H -0.0359 -3.5116 -5.6094 0.29
H -1.1184 -2.1971 -5.4973 0.29
H 0.6788 -1.9096 -5.1988 0.30
C 0.1389 -1.4915 -0.9458 0.22
Cl 0.8888 -2.3395 -2.3118 -0.20
Cl -0.6251 0.0620 -1.3518 -0.08
H -0.6083 -2.1545 -0.5170 0.27
H 0.8595 -1.3118 -0.1532 -0.23
C 1.1257 2.8505 -2.3355 0.19
Cl -0.1952 3.8935 -1.7168 -0.18
Cl 2.1969 3.7087 -3.4062 -0.17
H 1.7093 2.4573 -1.5084 0.00
H 0.5949 2.0698 -2.8700 0.16
C 4.0673 -2.4490 0.4484 -0.31
Cl 2.5555 -2.7592 1.3446 -0.07
Cl 5.3322 -1.6523 1.4472 -0.18
H 4.4572 -3.4372 0.2319 0.41
H 3.8840 -1.7937 -0.3956 0.17
```

Calculated values
- Strongest force on any atom: 1.5 eV Å⁻¹
- SMILES: C[N+](=O)[O-].C[N+](=O)[O-].c1ccncc1.c1ccncc1.ClCCl.ClCCl.ClCCl
- E_tot: -3865.6866 Ha
- HOMO-LUMO gap: 0.3526 hartree


Formula: C15H22ClN5O5S
Source: the Open Molecules 2025 dataset
Level of theory: the ωB97M-V functional and the def2-TZVPD basis

```
49
Properties=species:S:1:pos:R:3:mulliken_charge:R:1
O -0.3742 1.6516 2.8647 -0.66
O -1.2886 -1.9884 0.3609 -0.62
O 4.5255 4.8736 -0.2782 -0.59
O 2.7409 5.3852 1.4723 -0.68
Cl 3.8482 2.4807 -2.1385 -0.18
O 2.2927 -1.8849 -1.5572 -0.77
C -0.1521 0.9578 1.8944 0.24
C -0.5881 -1.0050 0.6072 0.34
C 2.0752 0.9267 -1.0709 -0.97
C 1.5770 2.5053 1.2232 -1.15
C 2.7716 2.0975 -0.8756 0.19
C 0.9275 1.3035 0.9894 0.69
C 1.2129 0.4306 -0.0862 0.11
C 2.5401 2.9453 0.2086 0.40
N -0.9713 -0.1717 1.6357 0.43
N 0.5813 -0.8311 -0.1198 0.51
N 2.1051 -2.6769 0.0225 0.32
N -2.2862 -0.2306 2.2134 -0.16
N 1.9775 5.1235 -0.6820 -0.57
C 1.5578 -4.0722 0.4568 -0.85
C 2.9975 -2.0606 1.0882 -0.86
C 1.1478 -2.0087 -0.7562 -1.31
C -1.7273 -2.2114 3.9369 -1.02
C -3.8424 0.5664 0.4398 -0.94
C -2.7824 -1.4824 2.9952 -0.65
C -3.2863 0.8136 1.8833 -0.66
S 3.1858 4.6037 0.3217 1.18
H 2.6505 -2.5021 -0.8816 0.58
H 2.0595 0.5170 -2.0534 0.53
H 1.3340 3.1647 2.0008 0.71
H 1.3656 5.6227 -0.0624 0.32
H 2.5180 5.7221 -1.3463 0.31
H 2.2742 -4.7100 0.8423 0.41
H 0.8745 -4.0020 1.3051 0.24
H 1.0240 -4.5961 -0.3874 0.28
H 3.6296 -1.2799 0.6627 0.31
H 2.4998 -1.6579 1.9642 0.28
H 3.6818 -2.8507 1.4204 0.36
H 0.3354 -2.6919 -1.1576 0.57
H -0.7404 -2.5026 3.4219 0.07
H -2.2220 -3.0401 4.3929 0.46
H -1.5479 -1.4630 4.7432 0.28
H -2.9557 0.5227 -0.2906 0.11
H -4.4723 1.3409 0.1799 0.53
H -4.4163 -0.3959 0.4356 0.24
H -3.6342 -1.3098 3.4877 0.59
H -2.9828 -2.2178 2.1824 0.29
H -4.1441 0.8071 2.5016 0.38
H -2.9487 1.8385 1.9384 0.36
```

Calculated values
- Strongest force on any atom: 17.4 eV Å⁻¹
- E_tot: -2092.8587 Ha
- HOMO-LUMO gap: 0.3056 hartree


Formula: C15H22ClN5Pd
Source: the Open Molecules 2025 dataset
Level of theory: the ωB97M-V functional and the def2-TZVPD basis

```
44
Properties=species:S:1:pos:R:3:mulliken_charge:R:1
C -0.0629 0.3362 -4.0935 1.02
C 1.3160 0.8556 -4.4353 -1.35
C -0.2971 -1.0531 -4.6401 -1.33
C -1.1611 1.2937 -4.4969 -1.36
Cl -0.1355 0.2257 -1.8843 -0.17
H -0.2715 -1.0434 -5.7474 0.40
H -1.2689 -1.4442 -4.3300 0.36
H 0.4655 -1.7539 -4.2926 0.37
H 1.4291 0.9943 -5.5281 0.44
H 2.0921 0.1599 -4.1085 0.36
H 1.5112 1.8146 -3.9553 0.36
H -1.1638 1.4493 -5.5928 0.43
H -1.0399 2.2665 -4.0188 0.37
H -2.1437 0.9081 -4.2129 0.35
C 1.6445 -1.9354 2.3390 -0.37
C 0.7282 -2.5589 1.4670 -0.66
C 0.7057 -1.8468 0.2310 -0.04
H 0.1978 -3.4989 1.6416 0.59
C 1.6095 -0.6974 0.3771 -0.64
C 2.1851 -0.7983 1.7035 -0.44
H 3.0221 -0.1896 2.0467 0.47
H 1.9642 -2.3227 3.3044 0.54
H 0.2726 -2.1415 -0.7172 0.70
H 1.9783 -0.0886 -0.4453 0.61
C -2.4748 0.8382 1.3528 -0.51
C -2.3882 -0.3183 2.1950 -0.11
C -2.2052 -1.4522 1.3783 -0.29
H -2.5346 -0.3228 3.2740 0.54
C -2.2022 -1.0354 0.0236 -0.28
C -2.3987 0.3912 -0.0108 -0.81
H -2.5016 1.0083 -0.8928 0.50
H -2.6677 1.8644 1.6556 0.42
H -2.1264 -2.4790 1.7327 0.54
H -2.1177 -1.6724 -0.8547 0.52
Pd -0.3213 0.1567 0.8030 0.37
N 2.6519 2.0080 5.1010 -0.54
N 1.5467 1.5329 4.3955 1.03
N 0.3008 1.8356 4.8254 -0.77
C -0.4249 1.4769 3.7618 -0.36
N 0.3272 1.0276 2.7379 0.26
N 1.6208 1.1458 3.1294 -0.64
H 3.4481 1.4156 4.9106 0.28
H 2.3938 2.0696 6.0841 0.33
H -1.5035 1.5781 3.7864 0.47
```

Calculated values
- Strongest force on any atom: 2.5 eV Å⁻¹
- Charge: +2
- E_tot: -1445.7707 Ha
- Spin multiplicity: 5
- <S²>: 6.02
- HOMO-LUMO gap (alpha / beta): 0.3223 / 0.2141 hartree


Formula: C15H22FO4W
Source: the Open Molecules 2025 dataset
Level of theory: the ωB97M-V functional and the def2-TZVPD basis

```
43
Properties=species:S:1:pos:R:3:mulliken_charge:R:1
W 0.3263 -0.3120 0.3314 1.63
C 0.8591 1.7561 2.3210 -0.65
C -0.3654 2.4131 1.7576 -0.35
O -0.9255 1.4792 0.7598 -0.46
C -1.4721 2.1483 -0.4355 -0.37
C -1.1968 1.2558 -1.6097 -0.55
O 0.2074 0.8346 -1.4359 -0.56
C 0.8180 0.0498 -2.5236 -0.55
C 2.2512 -0.1010 -2.1048 -0.38
O 2.2386 -0.4301 -0.6634 -0.45
C 3.3810 0.1338 0.0951 -0.36
C 2.8438 0.5250 1.4382 -0.65
O 1.5803 1.2316 1.1469 -0.48
H 0.6267 0.9144 2.9804 0.35
H 1.4872 2.4553 2.8714 0.46
H -0.1198 3.3392 1.2437 0.44
H -1.1080 2.6042 2.5301 0.39
H -0.9579 3.1007 -0.5393 0.45
H -2.5391 2.3163 -0.3007 0.38
H -1.3059 1.7934 -2.5506 0.49
H -1.8176 0.3573 -1.6289 0.14
H 0.7324 0.5889 -3.4659 0.47
H 0.2823 -0.8982 -2.5974 0.27
H 2.7975 0.8323 -2.2156 0.43
H 2.7545 -0.8993 -2.6463 0.41
H 3.7436 0.9948 -0.4607 0.43
H 4.1613 -0.6203 0.1749 0.41
H 3.5271 1.1733 1.9852 0.46
H 2.6126 -0.3390 2.0683 0.36
F -4.8658 -1.2602 -0.0934 -0.26
C -3.5994 -1.5648 0.0461 0.23
C -3.0091 -2.4075 -0.9116 -0.57
C -1.6764 -2.7413 -0.8080 -0.57
C -0.9325 -2.2991 0.3049 0.12
C 0.5155 -2.4099 0.4979 -0.55
C -1.5504 -1.4282 1.2357 -0.40
C -2.8991 -1.0582 1.1162 -0.67
H -3.6245 -2.7878 -1.7194 0.51
H -1.2153 -3.3873 -1.5461 0.59
H 1.0952 -2.9536 -0.2405 0.44
H 0.8139 -2.6630 1.5209 0.45
H -1.0742 -1.2903 2.2168 0.90
H -3.4004 -0.4460 1.8547 0.60
```

Calculated values
- Strongest force on any atom: 1.4 eV Å⁻¹
- Charge: +3
- E_tot: -1051.4967 Ha
- Spin multiplicity: 3
- <S²>: 2.01
- HOMO-LUMO gap (alpha / beta): 0.2830 / 0.2735 hartree